[1]
91
Properties=species:S:1:pos:R:3:forces:R:3 method="wB97M-V/def2-TZVPD" orbital_gap_ev=9.25 de_lowest_kj_mol=292.0 lumo_ev=0.2 charge=0 homo_ev=-9.05 spin_multiplicity=1 smiles=COC[C@H](C)N.OCCO.OCCO.OCCO.OCCO.OCCO.CO.CO.CO.CO max_force_ev_per_a=3.178
C -0.511830 11.708130 23.622400 0.0 -0.8 -0.7
O -1.787030 12.224350 23.970420 0.4 0.1 0.1
H 0.037210 11.286090 24.464150 0.0 0.3 0.2
H -0.680930 10.869900 22.946470 -0.2 -0.1 0.0
H 0.110280 12.393230 23.046450 0.0 0.4 0.3
H -1.621230 12.923570 24.606970 -0.3 0.1 0.1
C -4.354690 11.971960 19.626830 0.6 -0.2 0.7
O -4.333840 13.308470 19.147910 -0.5 -0.5 -0.3
H -4.019070 11.218620 18.914150 0.3 0.2 -0.4
H -3.659990 11.985150 20.466670 -0.1 -0.3 0.1
H -5.318900 11.595720 19.968640 -0.3 0.5 0.2
H -4.888890 13.290550 18.364830 0.0 0.4 -0.3
C -5.958410 16.975040 21.863890 -0.3 -1.1 -1.0
O -6.495850 15.729210 21.350230 0.0 0.4 0.5
H -6.761850 17.697650 21.720940 0.3 0.2 0.2
H -5.674970 16.898660 22.913620 -0.1 0.0 0.0
H -5.089510 17.232060 21.258050 0.0 0.4 0.2
H -5.799320 15.202960 20.950850 0.2 0.0 0.1
C -4.230880 8.446550 23.202700 -0.4 1.1 0.3
O -4.100610 9.088650 24.445570 0.3 -0.2 1.7
H -5.038070 9.038460 22.771220 0.1 -0.5 -1.3
H -3.255930 8.531780 22.722790 -0.3 -0.4 -0.8
H -4.574240 7.422300 23.348080 0.3 0.1 0.0
H -3.732480 9.963640 24.302450 0.0 0.1 0.0
C -4.037630 17.895360 16.273260 0.5 -0.9 -0.3
C -2.536420 18.279460 16.183640 -0.6 -0.9 1.1
C -1.696710 17.519420 15.164020 -0.8 -0.3 0.2
O -0.337680 17.795450 15.411580 0.0 1.2 -0.9
C 0.565230 17.126680 14.550260 -0.3 -1.0 0.7
N -2.417820 19.681270 16.001460 0.2 1.8 -0.8
H -4.550050 18.360230 17.115520 0.3 0.1 0.1
H -4.090470 16.814860 16.406770 -0.1 -0.1 0.3
H -4.670940 18.082550 15.406090 0.4 0.4 -0.3
H -2.111340 18.057890 17.162580 0.1 -0.7 0.3
H -2.105350 17.776190 14.186690 0.6 0.5 -0.6
H -1.820130 16.437080 15.201310 -0.3 -0.3 0.5
H 0.427720 16.069690 14.778190 0.6 -0.5 0.2
H 1.573300 17.464650 14.790380 -0.2 -0.1 -0.1
H 0.397550 17.120080 13.473250 -0.4 1.0 -0.2
H -2.786520 20.178340 16.799630 -0.3 0.0 0.0
H -1.451470 19.972120 15.960740 0.3 -0.2 -0.2
C 1.386140 12.814330 18.206680 -0.9 0.4 -0.8
C 0.195240 11.921850 17.783180 0.2 1.0 0.4
O 0.527150 10.951720 16.825410 0.4 -0.3 -0.2
O 2.191370 12.268370 19.226080 -0.1 -0.2 -0.1
H 1.031130 13.804000 18.494110 -0.2 -0.2 0.6
H 1.984030 13.045330 17.325060 0.2 -0.3 -0.3
H -0.571390 12.542190 17.318890 0.0 0.0 0.1
H -0.222840 11.454180 18.674570 -0.1 0.0 0.2
H 1.308690 10.499740 17.151770 0.0 -0.3 -0.2
H 2.600790 11.506150 18.810160 0.4 -0.2 0.4
C -3.515200 4.732870 19.846920 -0.5 -1.9 -0.7
C -4.867870 5.090150 19.039380 3.0 0.1 1.2
O -4.838040 6.492660 18.881140 -0.7 0.3 0.0
O -2.294460 5.046360 19.181820 -0.2 1.5 -0.7
H -3.318890 3.664440 19.936500 -1.4 -0.6 0.4
H -3.580250 5.114740 20.865760 -0.1 0.6 -0.1
H -5.677630 4.766520 19.693330 -0.2 0.3 -0.2
H -4.923640 4.638240 18.049040 0.0 -0.5 0.2
H -4.202420 6.648890 18.178870 0.1 0.2 0.0
H -1.594930 5.146910 19.831550 -0.1 0.1 0.0
C -9.183470 9.477950 18.578390 -1.1 0.1 0.7
C -9.279490 8.547390 19.820630 1.4 0.5 -0.6
O -10.566490 8.476020 20.391670 0.2 0.6 0.4
O -10.080550 9.012900 17.603180 -0.1 -1.0 -1.3
H -8.186760 9.623910 18.162010 0.1 -0.7 0.0
H -9.558890 10.492710 18.710340 0.4 0.3 1.3
H -8.512610 8.866490 20.526440 -0.6 0.6 0.7
H -8.862710 7.556820 19.638430 -0.4 -0.3 -0.9
H -11.212620 8.096530 19.791580 0.3 -0.3 -0.2
H -10.962080 9.090710 17.975290 -0.1 0.1 -0.1
C -9.687000 14.036050 15.299410 0.9 -0.3 0.1
C -9.405470 15.202890 14.336650 -0.1 -0.4 -0.3
O -8.145410 15.048900 13.678380 -0.1 -0.3 0.1
O -9.888110 12.732930 14.681910 -0.3 1.5 -0.2
H -10.484590 14.350190 15.972660 -0.5 -0.2 -0.3
H -8.825880 13.907950 15.955280 0.3 0.4 0.0
H -9.404740 16.172170 14.835240 0.1 -0.2 0.8
H -10.200830 15.351070 13.606220 -0.2 -0.6 -0.3
H -8.038730 15.831320 13.132450 0.2 0.0 -0.1
H -9.711940 12.058020 15.341500 0.0 0.1 0.1
C -4.775310 11.902030 14.218590 0.3 -1.3 0.2
C -5.666840 11.142910 13.252360 -0.1 -0.5 0.6
O -6.194770 11.949970 12.277730 -0.5 1.5 -1.5
O -5.426010 12.854280 15.039000 -0.1 -0.1 -0.4
H -3.947570 12.306110 13.635780 0.1 0.4 0.1
H -4.368560 11.148740 14.893280 0.2 0.1 0.2
H -6.504720 10.652030 13.747420 0.1 -0.3 0.6
H -5.108960 10.399050 12.683550 0.3 -0.2 0.4
H -6.696670 12.656140 12.691290 -0.4 0.1 -0.1
H -5.911180 13.434960 14.448210 -0.2 0.4 0.1

***

[2]
107
Properties=species:S:1:pos:R:3:forces:R:3 method="wB97M-V/def2-TZVPD" orbital_gap_ev=3.79 lumo_ev=-6.5 charge=+1 homo_ev=-10.24 spin_multiplicity=1 max_force_ev_per_a=8.939
Tl -0.701112 0.491660 -0.151296 0.2 -0.1 0.3
C 3.241928 2.683120 0.149964 1.0 0.8 1.4
C 3.064288 1.625250 -0.870986 -1.0 -0.9 0.2
C 4.456408 1.166150 -1.484646 -0.9 0.4 -0.3
O 2.298728 0.602940 -0.383266 -0.5 -1.1 0.1
H 2.431638 3.341040 0.464104 -0.4 0.2 -1.2
H 4.131148 3.225810 -0.170766 -0.1 0.6 0.6
H 3.379388 2.245060 1.138554 0.9 -0.5 0.0
H 2.445658 2.052790 -1.660036 0.1 0.1 -1.0
H 5.205078 0.969530 -0.717226 -0.2 0.2 0.1
H 4.742688 1.986250 -2.143116 0.4 0.1 0.3
H 4.422878 0.307960 -2.155826 -0.5 -0.2 0.2
C -1.228432 3.083160 4.517154 -0.3 1.9 -0.5
C -0.206482 2.235810 3.757664 -0.8 -1.5 1.4
C 0.323628 1.341660 4.908974 0.3 0.2 -0.1
O -0.789982 1.469180 2.717114 0.2 0.8 0.8
H -1.624752 3.815130 3.813414 -0.4 0.2 0.2
H -0.777752 3.641520 5.337654 0.7 0.3 -0.3
H -2.038562 2.656230 5.108354 -0.2 -1.0 -0.8
H 0.617618 2.885410 3.462734 0.0 0.2 -0.6
H 0.916168 0.517470 4.511844 -0.1 -0.2 0.6
H -0.513392 1.102420 5.564934 -0.3 -1.1 -0.5
H 0.885808 1.883770 5.669354 0.7 0.4 -0.5
C 3.663608 -3.326270 -2.046286 1.3 0.5 0.4
C 4.558888 -2.750700 -3.107616 1.1 -1.3 -0.5
O 3.946288 -2.762150 -4.383616 -0.7 0.9 -0.3
O 2.666898 -2.373740 -1.599116 0.5 -1.3 -0.9
H 4.321178 -3.604910 -1.222836 0.1 0.3 0.4
H 3.330778 -4.307920 -2.383446 -1.1 0.4 -0.2
H 5.416778 -3.392850 -3.307046 0.3 -0.4 1.1
H 5.016758 -1.804670 -2.818686 -0.4 0.5 0.0
H 4.660318 -2.577560 -4.998176 -0.1 0.0 -0.3
H 3.010528 -1.502120 -1.808386 -0.3 0.4 0.2
C 0.423308 -2.374780 4.332274 1.3 -1.2 0.5
C 1.146378 -1.908390 3.109734 1.0 -0.6 -2.2
O 0.519008 -0.895130 2.330474 0.1 -0.4 0.8
O 1.400978 -3.317700 4.935504 -0.8 1.0 -0.6
H -0.464362 -2.904770 3.986944 -0.3 0.1 0.4
H 0.209468 -1.540510 5.000394 -0.2 -0.2 0.2
H 1.275428 -2.750420 2.429714 -0.5 -0.3 0.1
H 2.202258 -1.658780 3.214204 0.0 0.3 1.0
H 0.575738 -0.128100 2.904974 -0.6 0.7 -0.6
H 0.999608 -3.937150 5.549334 -0.4 0.2 0.0
C -2.238242 2.680510 -3.194586 0.2 -1.8 1.5
O -1.582602 1.972330 -2.474146 1.3 -1.2 1.3
N -3.515202 2.544540 -3.430536 -3.2 -1.5 0.3
N -1.822522 3.693430 -3.849596 3.1 4.2 -2.9
H -3.912112 1.985070 -2.689216 -1.1 0.3 -0.4
H -3.909182 3.351640 -3.892546 -1.1 -0.7 0.8
H -2.472432 4.041390 -4.539976 1.1 0.4 -0.2
H -0.826842 3.858010 -3.890116 -0.4 0.1 -0.3
C -3.103432 -1.270290 2.836374 1.9 -0.6 -4.8
O -2.744382 -0.996340 1.713284 0.1 1.4 -2.9
N -2.707682 -0.707650 3.870544 1.9 4.5 6.3
N -3.657742 -2.392230 3.079064 -3.9 -5.4 0.8
H -2.099132 0.092600 3.773844 0.1 0.2 0.2
H -3.028012 -1.071960 4.756424 0.6 0.7 0.0
H -3.985812 -2.542350 4.022424 -0.3 -0.6 -0.5
H -4.043452 -2.913120 2.304464 0.0 0.1 0.4
C -4.255642 2.214050 1.299594 4.6 -2.8 -3.5
O -3.450402 1.874700 0.403644 -0.9 0.4 -1.8
N -3.745892 2.494290 2.403144 2.7 2.7 6.4
N -5.503072 2.013390 1.304164 -6.3 -0.7 -1.9
H -4.302052 2.818850 3.181254 0.5 0.0 0.0
H -2.736152 2.482430 2.422694 0.2 0.0 0.4
H -6.081842 2.036240 2.131574 0.2 0.0 -0.4
H -5.857892 1.670530 0.422884 -0.4 0.1 0.4
C 0.392178 -0.786800 -4.158556 1.0 1.0 5.1
O 0.017988 -0.508740 -3.014056 0.6 -0.4 0.5
N 1.581638 -1.097810 -4.548536 5.0 -1.2 -0.3
N -0.403162 -0.672210 -5.122196 -5.6 0.8 -4.8
H 2.318088 -1.357900 -3.908146 -0.4 0.0 -0.2
H 1.840698 -1.100780 -5.524746 -0.1 -0.2 0.4
H -1.319362 -0.442710 -4.764416 -0.1 0.1 -0.9
H -0.210172 -0.992380 -6.060466 -0.5 0.1 0.3
C -0.314032 -3.733060 -0.665066 -2.8 1.6 1.1
O -0.447862 -2.525850 -0.482486 0.7 0.3 0.3
N 0.652738 -4.332870 -1.235506 5.1 -0.2 -2.6
N -1.238172 -4.588460 -0.293136 -4.4 -1.6 2.6
H 1.349448 -3.616410 -1.381696 0.8 -0.5 -0.7
H 0.857438 -5.321590 -1.260696 -0.2 0.5 0.3
H -1.445472 -5.535770 -0.575496 0.7 0.3 -0.2
H -1.916402 -4.203780 0.348834 -0.1 0.0 -0.3
C -3.951382 -0.748280 -2.134846 2.8 -2.2 2.4
O -2.847902 -1.010850 -1.615186 -1.0 1.1 0.2
N -5.129452 -0.875050 -1.552196 -1.6 0.3 1.9
N -4.068432 -0.570690 -3.411956 0.5 0.8 -4.2
H -5.947422 -0.749960 -2.131306 -0.1 0.0 0.9
H -5.119932 -0.921920 -0.543336 -0.4 0.0 -0.2
H -4.972572 -0.640460 -3.856656 0.5 0.0 -0.2
H -3.234052 -0.854130 -3.905496 -0.4 0.2 -0.3
C -0.292462 4.337560 -1.028236 -0.8 -2.3 0.1
O -0.344472 3.424780 -0.234706 0.8 -1.3 1.4
N -1.255642 5.207090 -1.143796 -1.7 2.7 0.0
N 0.574448 4.421170 -2.025026 2.4 -0.2 -1.2
H -2.015702 5.174770 -0.479446 0.3 0.4 -0.1
H -0.931222 6.018660 -1.649966 -1.3 0.5 0.4
H 0.491168 5.143990 -2.725526 0.4 -0.4 0.1
H 1.224308 3.650570 -2.087886 0.1 0.5 -0.3
C 4.622628 -2.346210 1.371304 5.8 -4.3 1.8
O 5.433858 -3.256630 1.610004 0.3 0.9 0.3
N 3.432808 -2.539280 1.091814 -8.4 -2.2 -2.1
N 4.809868 -1.080380 1.308194 3.3 6.2 0.1
H 3.110928 -1.845160 0.432504 -1.4 -0.8 0.2
H 2.971418 -3.430220 1.207704 0.3 0.2 -0.4
H 5.724548 -0.675750 1.448654 -0.2 -0.2 0.0
H 4.018438 -0.457280 1.234084 0.3 0.0 0.2

***

[3]
107
Properties=species:S:1:pos:R:3:forces:R:3 method="wB97M-V/def2-TZVPD" orbital_gap_ev=11.03 de_lowest_kj_mol=0.0 lumo_ev=-1.3 charge=+1 homo_ev=-12.37 spin_multiplicity=1 max_force_ev_per_a=1.948
N 0.078483 0.382899 0.288751 0.7 0.0 -0.6
H -0.748263 0.992475 0.320490 0.1 -0.3 0.2
H 0.547497 0.363342 1.215049 -0.2 0.0 -0.2
H 0.726503 0.756406 -0.434751 -0.1 0.1 0.4
H -0.145393 -0.564625 -0.022988 -0.5 0.0 0.2
C 6.950751 -2.955502 0.637159 1.4 -0.1 -0.3
O 5.739001 -3.256077 -0.053952 -1.1 -0.1 0.5
P 4.429231 -3.337389 0.874425 -0.4 -0.4 -0.5
O 4.314122 -2.310525 1.904259 0.2 -0.1 0.4
O 3.227189 -3.315730 -0.171925 0.9 -0.4 -0.5
C 1.997129 -2.683041 0.137960 -0.8 0.4 0.3
O 4.418760 -4.827724 1.457593 -0.1 0.4 0.2
C 4.734992 -5.958100 0.655372 0.7 -0.2 -0.7
H 6.854425 -2.793867 1.708103 -0.4 0.2 -0.1
H 7.425083 -2.101140 0.156037 -0.3 0.2 0.2
H 7.677089 -3.762666 0.507484 -0.3 -0.3 -0.1
H 2.075831 -2.217817 1.119594 -0.2 0.2 -0.1
H 1.154308 -3.376605 0.127846 0.4 -0.4 0.2
H 1.714847 -1.950368 -0.621232 0.5 0.1 0.0
H 5.191667 -6.747046 1.250471 -0.1 0.3 0.4
H 5.471701 -5.653198 -0.091583 -0.1 -0.2 -0.1
H 3.875557 -6.400385 0.150918 -0.2 0.4 0.1
C -4.206193 -1.383598 -3.335891 -0.8 -0.9 0.0
O -3.118629 -0.859216 -2.585813 0.6 0.6 0.1
P -1.686778 -0.620114 -3.215666 0.0 -0.6 -0.8
O -0.664612 -0.077844 -2.317345 -0.4 0.3 0.0
O -1.340851 -2.057387 -3.809701 -0.3 0.6 0.3
C -0.005993 -2.373617 -4.218044 0.1 -0.7 0.4
O -1.935313 0.236645 -4.550979 -0.1 -0.8 0.1
C -2.343077 1.591506 -4.492667 0.9 1.3 1.0
H -5.098389 -0.764308 -3.245579 0.3 0.4 0.0
H -4.486600 -2.339944 -2.889969 0.2 -0.1 0.0
H -3.987090 -1.555793 -4.387819 0.2 0.2 0.0
H 0.120076 -2.074114 -5.255651 0.3 0.1 0.1
H 0.103073 -3.454840 -4.110531 -0.2 0.0 -0.4
H 0.733453 -1.984120 -3.515529 -0.1 0.5 -0.3
H -1.478651 2.247517 -4.651018 0.0 -0.3 -0.4
H -2.629385 1.884674 -3.475596 -0.5 -0.3 -0.1
H -3.110170 1.861550 -5.211194 -0.1 -0.5 -0.1
C -0.507217 1.199241 6.096208 -0.1 0.9 0.6
O -0.259888 0.829106 4.746163 1.0 -0.5 -0.6
P 1.114517 1.027981 3.981001 -0.4 1.6 1.0
O 1.301160 0.255915 2.759932 0.0 -0.7 -0.3
O 1.052545 2.608891 3.693739 -0.5 -0.5 0.0
C 1.983852 3.201533 2.817370 1.8 0.2 -0.2
O 2.247787 0.874581 5.072998 -0.4 -0.2 -0.2
C 3.572412 0.413520 4.725205 -0.1 -0.4 -0.4
H 0.308491 1.745438 6.573241 0.3 -0.2 -0.3
H -0.737090 0.333156 6.710006 0.0 -0.2 -0.2
H -1.346379 1.894526 6.095097 -0.2 -0.2 0.0
H 1.548181 3.812467 2.028237 -0.5 0.0 0.3
H 2.650946 2.497300 2.305464 -0.5 -0.4 0.0
H 2.690539 3.804497 3.397373 -0.4 0.3 0.1
H 3.888716 -0.258566 5.517360 0.2 0.2 0.1
H 4.228068 1.271987 4.593393 0.0 0.0 0.3
H 3.539685 -0.156318 3.794518 0.0 0.0 0.0
C -3.837842 5.435630 0.169912 -0.5 1.1 0.3
O -2.800497 4.459914 0.109249 0.5 -0.3 0.1
P -2.833284 3.245573 1.142105 -1.3 -0.5 0.0
O -1.649936 2.375939 1.077844 0.1 0.7 -0.1
O -3.187598 3.867261 2.571457 -0.2 -0.7 -1.2
C -2.154660 4.427683 3.378701 0.5 0.1 0.7
O -4.192824 2.490935 0.741855 0.7 0.8 0.9
C -4.185511 1.608101 -0.383881 -0.7 -0.1 -0.3
H -4.649069 5.160055 0.841502 0.1 -0.2 0.0
H -4.271834 5.673730 -0.800132 0.3 -0.6 -0.2
H -3.435234 6.385833 0.525562 0.2 -0.2 0.2
H -1.184593 4.465085 2.883019 -0.1 0.1 -0.2
H -1.997212 3.830325 4.278026 -0.2 -0.2 -0.2
H -2.481989 5.412280 3.707505 0.1 0.1 -0.2
H -3.358979 1.784334 -1.072482 0.3 -0.2 0.3
H -5.099272 1.804396 -0.949275 0.0 0.0 0.1
H -4.233914 0.588843 -0.006248 0.4 0.0 -0.2
C -4.985980 -2.478198 0.755067 -0.1 -0.5 0.5
O -3.720388 -1.933376 0.340016 0.3 -0.5 0.0
P -2.490431 -2.893249 0.094334 -0.6 -0.7 0.1
O -1.205972 -2.198883 -0.020127 0.1 -0.2 0.0
O -2.933927 -3.710389 -1.209187 -0.2 0.3 0.3
C -2.003566 -4.563667 -1.861683 0.6 -0.2 -0.4
O -2.614002 -3.992351 1.257757 0.0 0.7 -0.3
C -1.519790 -4.879478 1.561233 -0.2 0.2 0.5
H -5.599809 -1.663346 1.124089 0.0 0.1 -0.2
H -4.835860 -3.181644 1.574373 0.0 0.1 0.0
H -5.468277 -3.034406 -0.047538 0.0 0.3 -0.2
H -2.336141 -4.733759 -2.884161 -0.1 0.2 0.0
H -1.901456 -5.549484 -1.401474 -0.2 0.2 0.3
H -1.024426 -4.079220 -1.886652 0.0 -0.1 -0.1
H -0.791662 -4.835091 0.756378 0.2 -0.3 0.2
H -1.917658 -5.878305 1.730717 -0.1 0.0 -0.5
H -1.095281 -4.586255 2.521415 0.3 0.3 -0.2
C 3.689487 4.068039 -0.998173 0.3 0.7 0.0
O 3.136559 3.733769 -2.271779 -0.4 -0.7 -0.1
P 2.145207 2.501200 -2.456237 -0.4 0.7 -0.1
O 2.050947 1.611610 -1.279795 0.1 0.3 -0.3
O 2.639509 1.877810 -3.812495 -0.1 0.4 0.3
C 1.803033 0.994490 -4.581478 -0.4 -0.2 0.6
O 0.755579 3.197473 -2.861459 0.7 -0.5 0.0
C 0.066667 3.953179 -1.854596 -0.6 -0.3 -0.5
H 3.189138 4.960628 -0.609536 -0.2 -0.2 0.0
H 4.716715 4.388153 -1.175318 0.0 -0.4 0.1
H 3.618536 3.241266 -0.294800 0.1 0.0 -0.1
H 2.037949 1.141668 -5.629108 0.1 -0.1 0.0
H 0.750479 1.202979 -4.389170 0.0 0.2 -0.2
H 1.970393 -0.023358 -4.231163 0.2 0.0 -0.3
H 0.732985 4.691045 -1.410724 -0.1 0.0 0.2
H -0.401450 3.278077 -1.139653 0.3 0.1 0.3
H -0.754520 4.441611 -2.377224 0.2 0.2 0.0